28
Properties=species:S:1:pos:R:3:mulliken_charge:R:1 method="wB97M-V/def2-TZVPD" largest_force_ev_per_a=8.773 homo_ev=-6.2 e_tot_ha=-3518.49539 total_charge=-1
O 3.5344 -0.5902 -0.9022 -0.64
S 3.1783 0.3440 0.3182 1.10
O 2.4486 -0.5566 1.3428 -0.62
N 2.3205 1.7928 -0.1429 -0.42
S 0.7912 1.4484 -0.9118 0.89
O 0.8800 0.4008 -2.0734 -0.55
O 0.3283 2.7872 -1.6081 -0.67
P -0.7725 0.9769 0.5058 0.69
O -0.1909 0.7259 2.1354 -0.50
O -1.8791 2.3507 0.5791 -0.49
S -1.6976 -0.6370 -0.1840 -0.32
C 4.8007 0.9381 1.1344 0.46
F 4.7140 2.4385 1.2488 -0.27
F 4.9832 0.4154 2.5099 -0.25
C 6.0595 0.6276 0.1139 0.18
F 7.2570 1.3047 0.7359 -0.29
F 5.7949 1.3542 -1.1722 -0.23
H 0.3042 1.5334 2.4652 0.35
H -2.0757 2.4380 1.5601 0.33
H 6.2263 -0.5158 -0.0781 0.27
Cl -3.8421 -3.0069 -0.9061 -0.19
C -5.2815 -1.9702 -1.0605 -0.40
C -6.5657 -2.7170 -0.7363 -0.43
Cl -6.9519 -3.9535 -1.9591 -0.20
H -5.2986 -1.5611 -2.0756 0.31
H -5.1492 -1.1389 -0.3614 0.29
H -7.4071 -2.0187 -0.7167 0.30
H -6.5094 -3.2107 0.2387 0.31